## i
CHBrClNO | ωB97M-V with the def2-TZVPD basis set

Structure (ORCA input):
```
! wB97M-V def2-TZVPD RIJCOSX def2/J DEFGRID3
* xyz 0 1
C 0.3528 -0.4747 -0.1370
N 1.5174 -0.2663 0.0075
O -0.9204 1.3499 0.1588
Cl -0.7079 -1.6616 -0.0682
Br -2.5598 0.7864 -0.0043
H 2.3179 0.2664 0.0432
*
```

HOMO-LUMO gap (alpha / beta), Ha: 0.2825 / 0.2825
Lowest unoccupied orbital energy (alpha / beta), eV: -0.7 / -0.7
HOMO energy (alpha / beta), eV: -8.40 / -8.40

Atom charges from the Löwdin analysis, given in e for atoms 1 to 4: -0.714, 0.204, -0.922, 0.805

## ii
CHBrClNO | ωB97M-V with the def2-TZVPD basis set

Structure (ORCA input):
```
! wB97M-V def2-TZVPD RIJCOSX def2/J DEFGRID3
* xyz 0 1
C -0.9950 0.0900 0.5275
N 1.3109 -0.4344 -0.3944
O -1.9515 0.0067 -0.1611
Cl 1.1212 -0.5117 -2.0575
Br -0.8725 0.3306 2.3307
H 1.3868 0.5188 -0.2453
*
```

HOMO-LUMO gap (alpha / beta), Ha: 0.3216 / 0.2947
Lowest unoccupied orbital energy (alpha / beta), eV: -1.2 / -1.0
HOMO energy (alpha / beta), eV: -9.98 / -9.04

Atom charges from the Löwdin analysis, given in e for atoms 1 to 4: -0.767, -0.427, 0.010, 0.505

Stability check: which of them is least stable? i.